# 1
Below is a cluster of 2 separate species, C5H12NO2 in total in a non-equilibrium geometry, with properties calculated with ωB97M-V/def2-TZVPD.

Structure (ORCA input):
```
! RIJCOSX wB97M-V def2-TZVPD def2/J DEFGRID3
* xyz -2 2
C -0.3451 2.2849 -0.5545
O 0.0682 2.4167 -1.8205
C -0.0649 0.8581 0.1292
C -1.1722 -0.1628 -0.0792
C -0.8505 -1.6250 0.1496
C -1.8809 -2.5806 0.0946
N 1.2383 0.4190 -0.3504
H -1.4211 2.5340 -0.3546
H 0.2398 2.9664 0.1638
H -0.0061 1.1117 1.1864
H -1.9965 0.1205 0.5785
H -1.5634 -0.0839 -1.1031
H 0.1723 -1.8875 0.0087
H -2.9283 -2.3412 -0.0470
H -1.6977 -3.6301 0.3306
H 1.0916 0.2249 -1.3369
H 1.8755 1.2077 -0.3207
H 3.0575 -0.1375 1.7122
H 2.7754 -0.8326 0.4322
O 3.4082 -0.8628 1.1810
*
```

Results
energy above the lowest of the compared OMol25 structures with the same formula, charge and spin	56.4	kcal per mole
lowest unoccupied orbital energy (spin up / spin down)	6.91 / 6.83	eV
E_tot	-402.7426	hartree

Charges per atom according to natural (NBO) partitioning, unit e:
1. C -0.004
2. O -0.973
3. C -0.108
4. C -0.454
5. C -0.402
6. C -0.768
7. N -0.881
8. H 0.066
9. H 0.022
10. H 0.129
11. H 0.172
12. H 0.172
13. H 0.175
14. H 0.117
15. H 0.130
16. H 0.371
17. H 0.351
18. H 0.438
19. H 0.503
20. O -1.056



# 2
Below is a structure of composition C5H9HgO10S in a non-equilibrium geometry, with properties calculated with ωB97M-V/def2-TZVPD.

Structure (ORCA input):
```
! RIJCOSX wB97M-V def2-TZVPD def2/J DEFGRID3
* xyz -1 1
Hg -13.5777 1.1857 16.9707
O -10.1327 3.4263 17.3557
C -11.2760 2.7080 17.3397
O -12.3416 3.0323 17.9293
O -11.3227 1.6985 16.5727
H -9.6201 2.8214 16.7822
O -13.6994 -2.1134 14.4207
C -13.7857 -1.0235 15.2202
O -14.1260 0.1188 14.8440
O -13.4644 -1.1685 16.4438
H -13.4863 -2.7405 15.1464
O -15.6587 1.2034 20.4980
C -15.0855 0.9970 19.2612
O -15.7136 1.1549 18.1869
O -13.8756 0.6516 19.3024
H -14.8546 1.1099 21.0320
C -16.4700 4.2361 17.5946
S -15.2185 4.3073 16.3093
O -14.6794 2.9375 15.9624
C -16.2855 4.6064 14.8340
H -16.6869 5.2492 17.9390
H -16.1206 3.6526 18.4454
H -17.4170 3.8000 17.2722
H -16.9135 3.7234 14.7575
H -15.5462 4.7499 14.0521
H -16.8843 5.5132 14.9253
*
```

Results
energy above the lowest of the compared OMol25 structures with the same formula, charge and spin	0.0	kcal per mole
lowest unoccupied orbital energy	2.46	eV
E_tot	-1500.0644	hartree

Charges per atom according to natural (NBO) partitioning, unit e:
1. Hg 1.674
2. O -0.697
3. C 0.944
4. O -0.791
5. O -0.846
6. H 0.493
7. O -0.702
8. C 0.942
9. O -0.784
10. O -0.844
11. H 0.493
12. O -0.726
13. C 0.940
14. O -0.794
15. O -0.815
16. H 0.490
17. C -0.842
18. S 1.249
19. O -1.014
20. C -0.791
21. H 0.221
22. H 0.285
23. H 0.229
24. H 0.241
25. H 0.236
26. H 0.211



# 3
Below is a cluster of 2 separate species, FHNOS in total in a non-equilibrium geometry, with properties calculated with ωB97M-V/def2-TZVPD.

Structure (ORCA input):
```
! RIJCOSX wB97M-V def2-TZVPD def2/J DEFGRID3
* xyz -1 1
N 0.4026 0.1428 0.5687
O 1.5594 0.5323 0.2768
F 0.4962 -1.4570 -0.1653
S -0.9181 0.9517 -0.3044
H -1.5401 -0.1698 -0.3759
*
```

Results
energy above the lowest of the compared OMol25 structures with the same formula, charge and spin	48.3	kcal per mole
lowest unoccupied orbital energy (spin up / spin down)	3.99 / 3.99	eV
E_tot	-628.5669	hartree

Charges per atom according to natural (NBO) partitioning, unit e:
1. N 0.078
2. O -0.490
3. F -0.638
4. S -0.068
5. H 0.118



# 4
Below is a structure of composition C35H44NO3P2SiTi in a non-equilibrium geometry, with properties calculated with ωB97M-V/def2-TZVPD.

Structure (ORCA input):
```
! RIJCOSX wB97M-V def2-TZVPD def2/J DEFGRID3
* xyz 0 2
C -0.2077 3.7293 -3.4110
C -0.2460 2.3810 -3.0642
N 0.5031 1.9253 -2.0260
C 1.4185 2.7328 -1.4308
C 1.4837 4.0841 -1.7552
C 0.6518 4.5984 -2.7468
C -1.1530 1.4413 -3.8308
P -1.5183 -0.0511 -2.8521
Ti 0.3967 -0.1661 -1.3238
P 2.7156 0.3682 -0.6742
C 2.3520 2.1570 -0.3699
C 0.6154 -2.3252 -1.3869
C -0.4547 -2.9390 -0.7279
C -0.4198 -4.3196 -0.4993
C 0.6309 -5.0875 -1.0157
C 1.6729 -4.4780 -1.7298
C 1.6723 -3.0883 -1.9008
O -0.1186 0.2612 -6.1393
O 0.9715 -1.8993 -4.8980
H -0.9020 4.0751 -4.1710
H 2.1929 4.7052 -1.2165
H 0.6609 5.6598 -2.9852
C -2.9220 0.3923 -1.8051
C -2.1269 -1.3596 -3.9222
H 3.3146 2.6910 -0.4028
H 1.9083 2.3062 0.6355
H -0.6926 1.1220 -4.8236
H -2.1079 1.9509 -4.0332
C 3.1379 -0.3300 0.9398
C 4.2622 0.3317 -1.6170
H -1.3157 -2.3574 -0.3734
H -1.2105 -4.7840 0.0955
H 0.6373 -6.1668 -0.8642
H 2.4873 -5.0754 -2.1491
H 2.5115 -2.6083 -2.4200
H 1.2473 -1.4634 -4.0481
H 0.8594 -2.8363 -4.6689
H 0.3010 -0.5699 -5.7952
H 0.5665 0.7186 -6.6630
H 1.1970 -0.5506 -2.7108
H -3.7978 0.6152 -2.4325
H -3.1315 -0.4778 -1.1666
H -2.6819 1.2561 -1.1693
H -3.0308 -1.0166 -4.4492
H -1.3480 -1.6732 -4.6331
H -2.3735 -2.2087 -3.2690
H 5.0840 0.7988 -1.0484
H 4.4957 -0.7276 -1.8062
H 4.1228 0.8492 -2.5773
H 4.0271 0.1598 1.3615
H 2.3054 -0.2520 1.6512
H 3.3417 -1.4001 0.8024
O -0.5500 0.1502 0.3363
Si -0.5616 0.2113 1.9600
C -2.2942 0.2901 2.6562
C -2.3443 0.2665 4.0591
C -3.5774 0.3050 4.7161
C -4.7525 0.3710 3.9634
C -4.6977 0.3991 2.5661
C -3.4633 0.3594 1.9051
C 0.0081 -1.3887 2.7402
C 1.1015 -1.5190 3.6046
C 1.3600 -2.7427 4.2359
C 0.5332 -3.8427 4.0051
C -0.5512 -3.7283 3.1296
C -0.8075 -2.5050 2.5048
C 0.1704 1.8087 2.5812
C 1.4293 1.9804 3.1773
C 1.7737 3.2090 3.7531
C 0.8770 4.2773 3.7268
C -0.3539 4.1391 3.0773
C -0.6817 2.9209 2.4723
H -1.4166 0.2072 4.6438
H -3.5966 0.2790 5.8069
H -5.7104 0.4019 4.4727
H -5.6164 0.4522 1.9826
H -3.4284 0.3840 0.8174
H 1.7589 -0.6760 3.8092
H 2.2109 -2.8250 4.9136
H 0.7245 -4.7902 4.5075
H -1.1997 -4.5830 2.9328
H -1.6768 -2.4210 1.8450
H 2.1609 1.1745 3.2040
H 2.7482 3.3199 4.2297
H 1.1349 5.2227 4.2017
H -1.0611 4.9680 3.0397
H -1.6361 2.8258 1.9400
*
```

Results
lowest unoccupied orbital energy (spin up / spin down)	0.35 / 0.33	eV
E_tot	-3462.3248	hartree

Charges per atom according to Löwdin partitioning, unit e:
1. C -0.023
2. C -0.281
3. N 0.025
4. C -0.286
5. C -0.026
6. C -0.042
7. C -0.270
8. P 0.829
9. Ti 0.417
10. P 0.840
11. C -0.249
12. C -0.286
13. C -0.166
14. C -0.110
15. C -0.114
16. C -0.113
17. C -0.176
18. O -0.096
19. O -0.116
20. H 0.116
21. H 0.115
22. H 0.111
23. C -0.262
24. C -0.230
25. H 0.093
26. H 0.083
27. H 0.066
28. H 0.098
29. C -0.240
30. C -0.245
31. H 0.073
32. H 0.094
33. H 0.090
34. H 0.093
35. H 0.076
36. H -0.019
37. H 0.064
38. H 0.014
39. H 0.071
40. H -0.062
41. H 0.053
42. H 0.042
43. H 0.049
44. H 0.056
45. H 0.028
46. H 0.054
47. H 0.051
48. H 0.048
49. H 0.053
50. H 0.057
51. H -0.003
52. H 0.063
53. O -0.399
54. Si 0.454
55. C -0.251
56. C -0.084
57. C -0.081
58. C -0.096
59. C -0.085
60. C -0.079
61. C -0.223
62. C -0.100
63. C -0.085
64. C -0.087
65. C -0.074
66. C -0.092
67. C -0.228
68. C -0.109
69. C -0.086
70. C -0.092
71. C -0.075
72. C -0.082
73. H 0.113
74. H 0.101
75. H 0.096
76. H 0.098
77. H 0.069
78. H 0.078
79. H 0.100
80. H 0.100
81. H 0.103
82. H 0.105
83. H 0.073
84. H 0.102
85. H 0.100
86. H 0.103
87. H 0.111



# 5
Below is an isolated molecule of C5H9NO in a non-equilibrium geometry, with properties calculated with ωB97M-V/def2-TZVPD.

Structure (ORCA input):
```
! RIJCOSX wB97M-V def2-TZVPD def2/J DEFGRID3
* xyz 0 1
O 0.1615 2.1732 1.0874
C -0.3170 0.8958 0.7366
C -0.8545 0.8132 -0.7010
C -0.4553 -0.5753 -1.1314
N -0.7561 -1.6022 -0.1225
C 0.6143 -1.1108 -0.2571
C 0.9311 -0.1271 0.8260
H 1.0482 1.8026 1.1323
H -1.0692 0.5641 1.4559
H -1.9387 0.9750 -0.7602
H -0.3618 1.5802 -1.3177
H -0.4960 -0.8429 -2.1818
H -0.8371 -2.5138 -0.5572
H 1.3864 -1.7548 -0.6682
H 0.9990 -0.5819 1.8228
H 1.9454 0.3046 0.6363
*
```

Results
energy above the lowest of the compared OMol25 structures with the same formula, charge and spin	53.5	kcal per mole
lowest unoccupied orbital energy	0.99	eV
E_tot	-325.8523	hartree

Charges per atom according to natural (NBO) partitioning, unit e:
1. O -0.706
2. C 0.107
3. C -0.442
4. C -0.080
5. N -0.607
6. C -0.095
7. C -0.462
8. H 0.472
9. H 0.183
10. H 0.220
11. H 0.219
12. H 0.203
13. H 0.359
14. H 0.204
15. H 0.225
16. H 0.199